{"formula": "C6H9FN2O3", "method": "ωB97M-V/def2-TZVPD", "e_lumo_ev": 0.036, "orbital_gap_ev": 9.88, "total_charge": 0, "e_homo_ha": -0.362, "smiles": "N[C@@]1(CF)COCC(C(=O)O)=N1", "species": ["C", "C", "C", "C", "C", "C", "N", "N", "O", "O", "O", "F", "H", "H", "H", "H", "H", "H", "H", "H", "H"], "coordinates": [[-0.926, 0.212, 0.065], [2.791, 0.629, -0.036], [-0.860, -1.161, 0.798], [1.290, -1.483, -0.144], [1.436, -0.019, 0.012], [-2.182, 1.201, 0.627], [0.399, 0.809, 0.151], [-1.089, -0.095, -1.291], [2.859, 1.806, -0.598], [3.774, -0.008, 0.304], [0.011, -2.038, 0.152], [-3.216, 1.028, -0.188], [-0.598, -1.014, 1.848], [-1.868, -1.572, 0.788], [1.531, -1.610, -1.168], [2.023, -2.028, 0.553], [-2.535, 0.965, 1.661], [-1.748, 2.187, 0.657], [2.133, 2.052, -1.093], [-1.834, -0.676, -1.281], [-1.390, 0.818, -1.818]]}